Molecular formula: C36H29IMnN4O7S
Method: DFT, the ωB97M-V functional and the def2-TZVPD basis

Values from the calculation:
* frontier orbital gap (spin up / spin down): 6.11 / 6.37 eV
* total charge: -2
* calculated total energy: -108353.712 eV
* HOMO (spin up / spin down): -0.0703 / -0.0874 hartree
* 2S+1: 2

Atoms and positions in Å:
I -3.363 0.781 -2.960
Mn -0.062 -0.060 0.334
S -2.751 -2.097 -2.543
O 1.997 -0.021 0.511
O -0.442 4.548 0.702
O -0.026 -2.079 0.103
O -0.327 1.791 0.268
O -6.629 -5.183 2.083
O 2.287 -3.966 4.298
O -7.984 -3.527 1.543
N 0.136 -0.514 2.334
N 4.978 -1.679 1.498
N 0.326 -0.227 -1.546
N 0.511 -1.499 -2.056
C 0.587 0.759 -2.321
C 0.379 -4.229 -2.787
C -3.650 -3.632 -0.519
C 4.485 -0.469 -0.546
C -3.410 -1.168 3.380
C 4.098 -1.000 0.800
C 2.384 -1.299 2.500
C 0.460 -5.580 -3.092
C 2.999 -2.740 4.503
C 4.605 -2.193 2.689
C 2.754 -0.740 1.247
C -6.201 -2.577 -0.477
C 1.015 -1.190 2.962
C -3.982 -2.627 -1.452
C 0.493 2.154 -1.963
C -2.040 -1.018 3.585
C 0.283 -2.369 -1.102
C 0.558 -6.110 -0.751
C -1.280 -0.665 2.481
C -3.961 -0.968 2.118
C -5.875 -3.589 0.428
C 0.813 3.088 -2.961
C 0.391 -3.811 -1.460
C 0.470 -4.759 -0.446
C -0.084 3.920 1.928
C -3.164 -0.600 1.032
C 0.554 -6.523 -2.076
C 0.315 4.886 -1.475
C 3.346 -2.048 3.216
C -6.914 -4.054 1.367
C -0.014 3.994 -0.478
C 0.050 2.592 -0.695
C 0.723 4.440 -2.734
C -1.800 -0.445 1.213
C -4.571 -4.101 0.390
C -5.287 -2.108 -1.399
H -1.600 -1.158 4.567
H 0.624 -6.841 0.047
H -5.560 -1.316 -2.085
H 2.413 -2.083 5.155
H -0.725 3.072 2.155
H -5.774 -5.524 1.794
H 5.537 -0.675 -0.734
H 3.912 -3.003 5.038
H -0.191 4.693 2.691
H 0.614 -7.578 -2.317
H 0.965 5.152 -3.512
H 1.775 -3.871 3.487
H 0.289 -3.481 -3.562
H 0.953 3.574 1.905
H -5.028 -1.101 1.975
H -4.053 -1.436 4.211
H 1.120 2.712 -3.930
H 0.437 -5.900 -4.127
H -2.634 -4.007 -0.504
H -3.613 -0.432 0.060
H -4.226 -4.841 1.107
H 5.359 -2.759 3.226
H 0.908 0.516 -3.332
H 3.870 -0.939 -1.319
H 0.242 5.943 -1.249
H 0.448 -4.413 0.579
H -7.201 -2.163 -0.443
H 0.705 -1.767 3.838
H 4.286 0.602 -0.612

Molecular formula: C8H7F4NO3
Method: DFT, the ωB97M-V functional and the def2-TZVPD basis

Values from the calculation:
* SMILES: O=C1C(F)=C(F)C(=O)C(F)=C1F.NCCO
* frontier orbital gap: 6.00 eV
* calculated total energy: -26908.562 eV
* HOMO: -0.3234 hartree

Atoms and positions in Å:
F 3.347 2.305 2.139
F -1.444 -0.326 1.598
F 3.308 -0.417 1.973
F -1.406 2.399 1.809
O 0.916 -1.697 1.481
O 1.011 3.693 1.986
O -1.132 -0.965 -3.617
N -0.496 -0.045 -1.051
C 2.195 1.647 1.901
C 2.173 0.294 1.851
C -0.266 0.355 1.586
C -0.259 1.698 1.752
C -0.643 -1.397 -1.352
C -1.638 -1.629 -2.481
C 0.951 -0.472 1.660
C 0.982 2.460 1.862
H -2.600 -1.188 -2.202
H 0.209 0.281 -0.414
H -1.190 0.638 -1.356
H -0.969 -1.988 -0.475
H -1.700 -1.178 -4.376
H 0.360 -1.759 -1.624
H -1.708 -2.709 -2.651

Molecular formula: C31H32B2ClF4N7O8Sr
Method: DFT, the ωB97M-V functional and the def2-TZVPD basis

Values from the calculation:
* frontier orbital gap: 6.73 eV
* calculated total energy: -85065.650 eV
* energy above the lowest of the compared OMol25 structures with the same formula, charge and spin: 0.0 kcal/mol
* HOMO: -0.2743 hartree

Atoms and positions in Å:
Sr -0.993 -0.244 0.227
Cl 5.498 3.452 -0.366
F -3.749 1.842 -2.910
F 1.319 -0.741 1.368
F -2.906 1.143 -0.861
F 3.613 -0.998 1.422
O -0.693 3.158 -0.928
O -1.458 1.859 -2.599
O 2.344 -2.279 -0.087
O -2.733 -0.214 -2.807
O 2.664 0.061 -0.406
O 0.089 5.447 0.720
O -2.292 -0.605 2.352
O -0.352 2.130 1.057
N -1.988 -1.063 -2.050
N 1.551 -0.007 -1.260
N -1.197 -2.598 1.270
N -1.442 -2.752 2.609
N 1.731 -1.232 -2.040
N -0.500 -2.950 -0.786
N -0.515 1.835 -1.615
C 1.724 1.134 -2.145
C -3.569 -0.542 6.307
C -1.536 -3.235 -1.466
C 0.858 3.183 -3.240
C 0.205 -4.629 1.060
C -3.262 -1.604 7.145
C -2.049 -1.642 3.034
C -2.545 -4.298 -1.131
C -2.691 -2.676 -3.756
C -0.608 3.110 0.397
C -3.166 -0.568 4.980
C -2.154 -2.720 5.324
C -1.996 -2.265 -2.505
C 1.953 -3.590 -3.385
C 3.919 4.081 0.001
C 0.744 2.014 -2.311
C 1.501 4.040 2.913
C 1.385 4.987 0.555
C 3.343 3.807 1.228
C 2.150 -2.322 -1.351
C 1.321 -1.298 -3.330
C -0.898 4.471 1.019
C -2.553 -2.691 6.650
C 1.988 5.306 -0.651
C 3.266 4.862 -0.938
C -0.518 -3.420 0.585
C 2.319 -3.521 -2.077
C 1.412 -2.460 -4.030
C 2.070 4.278 1.543
C 3.060 1.282 -2.817
C -2.458 -1.655 4.478
B 2.505 -0.945 0.649
B -2.749 1.169 -2.274
H 0.345 -4.543 2.136
H 3.532 2.217 -2.511
H 1.427 5.901 -1.361
H 2.708 -4.367 -1.530
H -0.364 -5.541 0.860
H -2.333 -3.648 -4.092
H -3.770 -2.737 -3.591
H -2.538 -1.928 -4.532
H -4.122 0.307 6.689
H 3.729 0.474 -2.532
H 1.494 3.953 -2.806
H -2.311 -3.520 7.304
H 3.744 5.104 -1.877
H 1.086 -2.486 -5.058
H 0.837 3.173 2.928
H 1.300 2.878 -4.188
H 0.940 4.910 3.256
H 1.174 -4.721 0.569
H 2.060 -4.521 -3.926
H 3.893 3.227 1.958
H -0.124 3.603 -3.435
H -2.143 -5.041 -0.449
H 0.919 -0.384 -3.741
H -3.405 -3.823 -0.650
H -0.992 4.309 2.092
H -3.393 0.248 4.307
H 2.305 3.853 3.622
H 2.962 1.297 -3.904
H -1.839 4.851 0.622
H -3.574 -1.585 8.182
H -2.903 -4.787 -2.037
H -1.604 -3.560 4.925

Molecular formula: C4H6N3
Method: DFT, the ωB97M-V functional and the def2-TZVPD basis

Values from the calculation:
* SMILES: C=C=[N+]=CNN=C
* frontier orbital gap: 8.82 eV
* total charge: +1
* calculated total energy: -8704.318 eV
* energy above the lowest of the compared OMol25 structures with the same formula, charge and spin: 96.5 kcal/mol
* HOMO: -0.5069 hartree

Atoms and positions in Å:
N -1.435 0.969 0.075
N 0.784 1.278 0.069
N 0.892 -0.054 0.201
C -0.448 1.755 -0.081
C 1.963 -0.711 -0.021
C -1.406 -0.293 0.124
C -1.903 -1.446 -0.034
H -0.755 2.842 -0.237
H -1.557 -2.347 -0.297
H 1.676 1.731 0.192
H 2.112 -1.796 0.111
H 2.980 -0.334 -0.304
H -2.903 -1.593 0.203

Molecular formula: C3H3I3
Method: DFT, the ωB97M-V functional and the def2-TZVPD basis

Values from the calculation:
* frontier orbital gap: 7.86 eV
* calculated total energy: -27459.077 eV
* energy above the lowest of the compared OMol25 structures with the same formula, charge and spin: 36.1 kcal/mol
* HOMO: -0.3005 hartree

Atoms and positions in Å:
I -0.546 2.472 -0.120
I -0.976 -2.543 0.022
I -3.358 0.242 -0.035
C -0.099 0.497 0.098
C 1.338 0.101 0.035
C -1.369 -0.458 0.036
H 1.545 -0.679 0.820
H 1.486 -0.529 -0.933
H 1.978 0.898 0.076

Molecular formula: C3H10N2O2Si
Method: DFT, the ωB97M-V functional and the def2-TZVPD basis

Values from the calculation:
* frontier orbital gap: 8.50 eV
* calculated total energy: -18223.533 eV
* energy above the lowest of the compared OMol25 structures with the same formula, charge and spin: 80.8 kcal/mol
* HOMO: -0.2891 hartree

Atoms and positions in Å:
Si 0.499 2.207 -0.114
O -1.829 -0.362 -2.043
O -2.368 -0.737 0.065
N -0.385 -0.034 1.405
N 0.744 -1.957 -0.026
C -1.767 -0.389 -0.893
C 0.067 0.400 0.087
C 1.001 -0.618 -0.589
H -0.568 2.689 -1.081
H -1.444 -0.346 1.151
H -0.300 0.710 1.964
H 1.923 2.562 -0.291
H 0.304 2.738 1.313
H 1.366 -2.715 -0.385
H 2.093 -0.427 -0.438
H -0.180 -2.295 -0.250
H 0.045 -0.865 1.821
H 0.801 -0.562 -1.695